# 1
{"formula": "C4H5N3O", "method": "ωB97M-V with the def2-TZVPD basis set", "symbols": ["C", "C", "C", "C", "H", "H", "H", "H", "H", "N", "N", "N", "O"], "xyz": [[-1.926, -1.134, -0.129], [-0.813, -0.479, 0.034], [1.298, 0.037, -0.056], [-0.617, 1.027, 0.065], [-2.827, -0.452, -0.035], [-2.002, -2.204, 0.014], [0.812, -1.926, 0.287], [2.877, 0.935, 0.016], [1.089, 2.125, -0.171], [0.481, -1.043, 0.070], [2.598, 0.011, -0.168], [0.643, 1.291, 0.169], [-1.614, 1.812, -0.096]], "energy_ev": -10745.853, "e_homo_ev": -9.21, "largest_force_ev_per_a": 8.6, "e_above_lowest_kcal_mol": 40.6, "gap_ha": 0.3526, "smiles": "[H]/N=C1/NC(=C)C(=O)N1"}

# 2
{"formula": "C4H5N3O", "method": "ωB97M-V with the def2-TZVPD basis set", "symbols": ["C", "C", "C", "C", "H", "H", "H", "H", "H", "N", "N", "N", "O"], "xyz": [[0.818, 0.656, -0.094], [-0.311, -1.257, 0.246], [-1.493, 0.573, -0.258], [-0.385, 0.368, 0.644], [0.786, 0.846, -1.243], [1.512, 1.458, 0.258], [2.367, -0.632, 0.337], [-1.574, 1.677, -0.783], [-0.488, 0.695, 1.769], [1.676, -0.642, -0.329], [0.890, -1.689, -0.225], [-2.215, -0.442, -0.466], [-1.583, -1.609, 0.141]], "energy_ev": -10740.765, "e_homo_ev": -8.72, "largest_force_ev_per_a": 6.7, "e_above_lowest_kcal_mol": 157.9, "gap_ha": 0.3450, "smiles": "C1=NOC2=NNC[C@@H]12"}

# 3
{"formula": "C4H5N3O", "method": "ωB97M-V with the def2-TZVPD basis set", "symbols": ["C", "C", "C", "C", "N", "N", "N", "O", "H", "H", "H", "H", "H"], "xyz": [[2.227, 0.626, -0.075], [1.486, -0.597, 0.027], [-0.023, -0.448, 0.045], [-1.732, 1.232, 0.059], [2.894, 1.543, -0.013], [2.169, -1.660, 0.039], [-0.612, -1.556, -0.112], [-0.350, 0.858, -0.042], [-1.656, 2.214, -0.130], [-2.001, 0.858, 0.988], [-2.274, 0.803, -0.671], [1.492, -2.413, 0.150], [-1.621, -1.461, -0.265]], "energy_ev": -10740.454, "e_homo_ev": [-7.27, -10.93], "largest_force_ev_per_a": 11.4, "multiplicity": 3, "e_above_lowest_kcal_mol": 45.3, "gap_ha": [0.2878, 0.2453]}

# 4
{"formula": "C4H5N3O2", "method": "ωB97M-V with the def2-TZVPD basis set", "symbols": ["C", "C", "C", "C", "H", "H", "H", "H", "H", "N", "N", "N", "O", "O"], "xyz": [[-1.124, -0.478, -0.249], [-1.898, 0.527, -0.141], [0.175, 1.203, -0.083], [1.390, -1.008, -0.181], [-1.682, -2.002, 0.875], [-2.943, 0.433, -0.068], [0.445, 3.056, 0.470], [1.138, -2.279, 0.419], [3.393, -1.035, -0.065], [1.001, 2.201, 0.083], [0.193, -0.145, -0.153], [2.548, -0.463, -0.352], [-1.493, -1.769, -0.147], [-1.143, 1.757, -0.409]], "energy_ev": -12789.447, "e_homo_ev": -8.47, "largest_force_ev_per_a": 8.1, "e_above_lowest_kcal_mol": 148.2, "gap_ha": 0.3122}